A 6-piece molecular cluster, C24H60O12 overall in a non-equilibrium geometry, computed with the ωB97M-V functional and the def2-TZVPD basis.

Structure (XYZ):
```
96
Properties=species:S:1:pos:R:3:forces:R:3:lowdin_charge:R:1
C 5.864021 2.742893 3.705859 1.1 0.7 -0.6 -0.106
O 5.667626 2.448463 2.333547 0.0 -0.5 0.6 -0.169
C 5.104874 1.170444 2.132231 0.5 -0.3 -0.8 -0.215
C 4.350462 1.220666 0.815916 -0.8 -0.6 0.7 -0.233
O 5.145150 1.685595 -0.234888 0.2 0.5 -0.1 -0.154
C 4.414081 1.626549 -1.439246 -0.4 -0.6 0.1 -0.099
H 6.658523 3.494120 3.744244 -0.2 0.2 -0.1 0.087
H 6.313279 1.911324 4.252221 -0.6 -0.3 0.2 0.088
H 4.965589 3.187100 4.128876 -0.2 -0.4 0.4 0.087
H 4.517560 0.816302 2.985104 -0.7 0.5 -0.2 0.119
H 5.845033 0.358874 2.057615 0.6 0.4 -0.1 0.126
H 3.450442 1.836190 0.953684 0.1 0.2 -0.2 0.120
H 3.991479 0.208426 0.575953 0.0 0.0 0.1 0.102
H 3.420567 2.075694 -1.337264 0.0 0.1 0.1 0.083
H 4.258482 0.569945 -1.687720 -0.1 0.0 -0.3 0.083
H 4.919643 2.119286 -2.263511 0.4 0.1 0.2 0.090
C -4.331943 -1.585595 -3.640328 -0.2 0.8 -0.4 -0.087
O -3.506904 -0.472781 -3.939168 0.1 0.1 -0.2 -0.189
C -2.300908 -0.839300 -4.553937 1.0 -1.7 0.7 -0.237
C -1.334974 0.308405 -4.528930 -0.9 2.0 -1.5 -0.227
O -0.076389 0.072877 -5.106783 0.1 -0.5 0.3 -0.161
C 0.751200 -0.745159 -4.294438 -0.3 -0.7 0.1 -0.097
H -4.641965 -2.108483 -4.552256 0.2 -0.2 0.0 0.092
H -5.234041 -1.125578 -3.237024 0.0 -0.4 0.4 0.076
H -3.819079 -2.258627 -2.949241 -0.2 -0.1 0.1 0.084
H -2.402810 -1.238798 -5.571497 -0.4 0.5 -0.2 0.138
H -1.845035 -1.690293 -4.019972 -0.2 0.1 0.3 0.106
H -1.284463 0.886171 -3.599929 0.2 -0.7 0.5 0.112
H -1.808891 1.057907 -5.185149 0.2 0.0 -0.1 0.133
H 0.520464 -1.816240 -4.383563 -0.2 0.1 -0.2 0.083
H 0.593304 -0.521765 -3.235162 0.4 0.3 0.0 0.081
H 1.782772 -0.656558 -4.627266 0.0 0.4 0.2 0.086
C -0.846844 -3.502169 -1.514579 0.9 -0.4 0.0 -0.100
O -1.050162 -2.122790 -1.682113 -0.1 0.0 0.0 -0.191
C -1.497668 -1.518104 -0.494137 -0.3 -0.2 0.8 -0.205
C -1.470489 -0.019605 -0.611019 -0.6 0.3 0.0 -0.208
O -0.208040 0.405571 -0.163201 0.1 0.1 -0.2 -0.179
C -0.001415 1.796370 -0.183185 0.0 0.0 -0.2 -0.097
H -0.368734 -3.716864 -0.551069 -0.3 0.1 0.2 0.069
H -0.098167 -3.847028 -2.230414 -0.3 0.1 -0.3 0.092
H -1.752990 -4.105157 -1.619147 -0.1 0.1 0.1 0.091
H -0.859831 -1.810678 0.352952 0.3 0.2 -0.2 0.121
H -2.476658 -1.894107 -0.159842 -0.2 0.1 -0.6 0.131
H -2.281002 0.456209 -0.039766 0.2 -0.2 0.5 0.118
H -1.741801 0.297691 -1.625779 0.6 -0.2 -0.3 0.107
H -0.822901 2.337223 0.300325 0.1 0.0 0.2 0.080
H 0.093546 2.196503 -1.201016 0.0 -0.1 -0.1 0.087
H 0.939824 1.956813 0.337460 -0.1 0.2 0.1 0.076
C -3.231278 5.899419 -2.293309 -0.8 -0.3 -0.1 -0.087
O -4.304128 5.274988 -1.580045 0.3 0.8 -0.1 -0.168
C -3.871893 4.108056 -0.946890 -0.6 -1.3 0.4 -0.227
C -4.326574 2.823077 -1.640819 -0.6 0.8 -1.0 -0.207
O -5.710251 2.934444 -1.961622 0.5 -0.1 -0.2 -0.179
C -6.144316 1.765920 -2.625368 -0.4 0.3 0.2 -0.117
H -3.005480 5.231323 -3.128304 0.8 0.1 0.1 0.091
H -2.431621 6.135240 -1.590404 0.4 -0.3 -0.3 0.087
H -3.531075 6.842726 -2.749351 -0.5 0.0 0.3 0.085
H -4.320445 4.034010 0.048450 0.2 0.5 0.1 0.127
H -2.781082 4.046150 -0.894152 0.1 0.2 0.3 0.110
H -4.220403 1.932845 -1.014830 0.5 0.0 0.2 0.114
H -3.751549 2.711484 -2.570017 0.0 -0.3 0.0 0.122
H -5.674604 1.597490 -3.600447 0.4 0.1 0.2 0.086
H -7.208674 1.897553 -2.821574 0.0 -0.1 0.2 0.089
H -5.967016 0.915087 -1.957215 -0.2 -0.3 -0.3 0.081
C 1.352623 -6.974159 1.574762 -0.6 -0.8 -0.5 -0.126
O 2.340765 -6.008003 1.369725 -0.2 0.1 0.1 -0.157
C 1.907900 -4.723919 1.762031 0.2 0.1 -0.1 -0.219
C 2.998810 -3.773589 1.436209 3.4 0.2 0.1 -0.211
O 3.418783 -3.795810 0.058736 -1.0 0.7 0.2 -0.175
C 3.880980 -2.514395 -0.322892 -0.8 -0.1 -0.5 -0.125
H 0.961926 -6.978883 2.596729 0.0 0.1 0.1 0.088
H 1.728551 -7.971985 1.341081 0.5 0.2 0.2 0.088
H 0.512688 -6.884586 0.869868 -0.1 0.5 0.2 0.087
H 1.739087 -4.687640 2.843538 -0.1 0.0 0.1 0.130
H 0.989981 -4.404899 1.256887 -0.2 -0.3 -0.1 0.113
H 3.962302 -4.037783 1.910952 -0.5 -0.9 0.6 0.134
H 2.986962 -2.774377 1.889543 -1.3 0.3 -0.6 0.117
H 4.117233 -2.543373 -1.385861 0.3 -0.2 0.1 0.089
H 4.739697 -2.183115 0.267401 0.1 0.0 0.0 0.087
H 3.052700 -1.800571 -0.238883 0.2 0.2 0.2 0.078
C 0.521260 -1.152717 4.076069 0.3 0.2 -0.5 -0.107
O -0.409959 -0.632863 4.983447 -1.0 -0.4 -0.2 -0.180
C -0.096182 0.549981 5.658115 0.2 0.6 -0.6 -0.203
C 0.240891 1.733774 4.723507 0.8 0.6 0.5 -0.221
O -0.546099 1.774260 3.563262 0.1 0.1 0.3 -0.189
C -1.920541 1.997825 3.789083 -0.4 0.1 -0.7 -0.096
H 0.759136 -0.456993 3.262838 0.3 0.3 0.3 0.083
H 0.084039 -1.984824 3.523009 -0.2 -0.2 0.5 0.084
H 1.413669 -1.490160 4.611388 0.2 0.0 -0.2 0.090
H 0.690052 0.360644 6.395469 0.2 0.3 0.0 0.126
H -1.000057 0.867391 6.176157 0.0 -0.4 0.3 0.113
H 1.289279 1.826061 4.421833 -0.1 -0.8 -0.4 0.116
H 0.180139 2.674158 5.295984 -0.6 -0.1 0.2 0.124
H -2.183429 3.036540 4.027217 0.4 0.1 0.1 0.090
H -2.370414 1.369808 4.560273 0.2 -0.3 -0.1 0.086
H -2.366203 1.786461 2.814974 -0.3 -0.1 0.2 0.085
```
Forces are in eV/Å.

**Energy relative to the best compared isomer or geometry (same formula, charge and spin)**: 127.4 kcal/mol
**E_tot**: -1852.9706 Ha
**HOMO**: -0.35102 Eh
**Frontier orbital gap**: 0.3697 Eh
**LUMO level**: 0.51 eV

***

A 9-piece molecular cluster, C24H60O12S6 overall in a non-equilibrium geometry, computed with the ωB97M-V functional and the def2-TZVPD basis.

Structure (XYZ):
```
102
Properties=species:S:1:pos:R:3:forces:R:3:lowdin_charge:R:1
O -0.439564 -4.717854 0.105556 -0.1 0.5 -0.8 0.064
C -0.075468 -3.938480 -0.753081 -1.4 -0.4 -0.7 -0.487
O -0.851817 -3.568861 -1.830199 0.9 -0.3 1.3 -0.017
C -2.175820 -4.124639 -1.844890 1.0 -0.9 0.1 -0.235
C -2.800776 -3.769919 -3.140252 0.3 1.0 -0.6 -0.066
C 1.221072 -3.259470 -0.808016 0.5 0.2 1.0 0.024
H -2.720219 -3.699433 -1.022003 -0.3 0.0 0.5 0.118
H -2.041473 -5.224387 -1.721322 -0.5 0.7 0.0 0.134
H -3.782011 -4.165258 -3.147640 -1.1 -0.5 -0.2 0.065
H -2.250438 -4.149365 -3.996472 0.1 -0.2 0.0 0.082
H -2.901244 -2.682383 -3.267605 0.2 -0.2 0.2 0.079
H 1.880075 -3.615696 -0.032040 -0.1 0.0 0.6 0.063
H 1.069396 -2.192577 -0.718227 0.1 0.3 -0.1 0.068
H 1.729601 -3.483386 -1.704134 0.3 0.0 -1.4 0.087
O -1.027211 -0.065049 -4.366231 -0.8 -0.3 1.1 0.077
C -0.324581 0.264188 -5.275008 -0.2 -1.4 -0.8 -0.565
O 0.298937 1.413696 -5.353454 0.6 1.3 -0.4 0.007
C 0.173421 2.322623 -4.225253 -0.4 -0.2 0.9 -0.192
C 1.481311 3.037239 -3.983825 1.2 -0.2 0.4 -0.069
C -0.098036 -0.643965 -6.480520 0.9 1.3 0.2 0.031
H -0.138842 1.676921 -3.351925 0.4 1.1 -0.9 0.103
H -0.602421 3.101104 -4.399415 0.2 -0.9 -0.1 0.131
H 2.365117 2.365608 -3.850552 -0.8 0.3 -0.3 0.097
H 1.415207 3.575154 -3.054066 -0.2 -0.1 0.7 0.028
H 1.762081 3.852414 -4.657929 -0.3 -0.5 -0.6 0.078
H -0.035622 -1.697645 -6.224488 0.3 0.2 0.2 0.085
H 0.764384 -0.212618 -7.012069 -0.2 -0.7 0.0 0.089
H -0.947554 -0.544102 -7.119856 -0.7 0.2 -0.5 0.073
O -3.700806 2.318361 2.758030 -0.6 1.1 -0.3 0.103
C -3.226101 1.248001 2.988568 1.3 0.3 1.1 -0.558
O -2.073497 1.111936 3.683204 -0.8 -1.2 -0.1 -0.047
C -1.428926 2.191974 4.326726 0.4 0.3 0.7 -0.217
C -2.093695 2.717828 5.608419 -0.5 0.0 0.1 -0.063
C -3.770646 -0.056000 2.564470 1.5 -0.8 0.5 0.032
H -1.147356 2.944933 3.577467 -0.2 0.0 0.4 0.113
H -0.530294 1.691836 4.691742 0.2 0.3 -0.4 0.121
H -2.831028 3.512458 5.562164 -0.3 -0.1 -0.7 0.070
H -1.346263 3.137673 6.243295 1.0 0.4 0.2 0.056
H -2.500803 1.945524 6.265373 -0.1 -0.4 -0.5 0.081
H -3.184133 -0.879985 3.051674 -0.6 0.7 -0.9 0.108
H -3.734856 -0.036888 1.482966 0.0 -0.6 -0.3 0.060
H -4.766271 -0.112874 2.903401 -1.3 -0.1 0.2 0.080
C 4.478997 4.558018 0.838903 -1.2 -1.0 0.9 -0.253
S 4.138010 3.011246 -0.081341 -0.6 0.4 1.1 0.862
O 2.846540 3.327948 -0.786322 0.5 -0.1 0.1 -0.582
C 3.714706 2.035544 1.396159 2.1 0.4 0.5 -0.259
H 3.526785 4.716159 1.417587 1.1 0.1 -0.5 0.075
H 4.601277 5.281577 0.085637 0.0 1.1 -0.9 0.016
H 5.367860 4.566912 1.466371 -0.1 -0.4 0.1 0.051
H 3.622849 1.015957 1.098840 -0.3 -0.8 -0.2 -0.010
H 2.866144 2.375467 1.935123 -1.1 0.5 -0.1 0.024
H 4.559891 2.106562 2.136139 -0.4 -0.1 -0.9 0.075
C 0.131187 -7.257511 2.236935 0.3 0.1 0.5 -0.252
S 0.762286 -5.944078 3.364656 -0.3 0.6 -0.3 0.814
O 1.947615 -5.337612 2.660566 -0.6 -0.2 0.3 -0.593
C -0.665187 -4.726633 3.229697 -0.7 -1.8 -0.6 -0.240
H -0.074605 -6.764322 1.311323 -0.6 0.3 -0.6 0.011
H -0.731717 -7.819090 2.653664 0.6 0.5 -0.2 0.063
H 0.991726 -7.906170 2.019667 -0.3 0.0 0.5 0.051
H -1.614368 -5.324147 3.423205 1.2 0.8 0.4 0.068
H -0.783662 -4.442243 2.173710 0.5 0.2 0.5 0.014
H -0.500288 -3.895590 3.926850 -0.1 -0.4 -0.2 0.042
C -0.485332 -0.677917 1.181981 0.4 -2.4 -1.1 -0.276
S -0.226638 1.021604 0.921766 -0.2 0.9 -1.5 0.816
O 0.666355 1.610584 1.964391 0.1 -0.3 0.1 -0.525
C 0.792483 0.858322 -0.637208 0.9 -0.5 1.8 -0.180
H -0.958295 -1.106451 0.271215 0.0 0.7 0.3 0.053
H -1.152362 -0.970558 1.970968 -0.2 0.6 0.6 0.036
H 0.436659 -1.254947 1.280094 0.3 0.3 0.3 0.056
H 1.693641 0.277328 -0.326679 -0.8 -0.1 -0.3 0.048
H 1.218292 1.798868 -0.931119 -0.3 0.8 0.1 0.008
H 0.243110 0.449064 -1.461637 -0.4 -0.5 -0.2 0.034
C -4.156526 1.862612 -0.655645 -0.7 0.5 -0.2 -0.274
S -2.962279 0.781802 -1.424077 -1.4 -1.0 -1.6 0.826
O -3.118736 -0.568477 -0.783257 0.2 0.1 0.3 -0.577
C -3.957081 0.654827 -3.029837 0.5 1.1 1.0 -0.212
H -5.207346 1.515884 -0.677907 0.7 -0.4 0.1 0.080
H -4.168054 2.828973 -1.148077 0.3 0.1 -0.3 0.046
H -3.808505 2.057242 0.337361 0.0 -0.1 0.8 0.008
H -4.954680 0.225709 -2.838495 0.6 0.0 0.2 0.054
H -3.366330 0.064675 -3.746280 -0.3 0.6 0.2 0.022
H -4.100206 1.745455 -3.249034 0.3 -1.1 -0.6 0.056
C 4.236793 -2.313913 2.910529 -0.6 -0.6 -0.6 -0.237
S 4.255627 -2.404438 1.090610 0.1 0.1 0.6 0.843
O 3.484322 -1.178613 0.678103 0.4 -0.5 -0.1 -0.572
C 6.033494 -2.041460 0.838804 -0.7 -0.4 0.6 -0.237
H 4.380449 -1.293863 3.235080 -0.3 0.3 0.0 0.057
H 4.882433 -2.975043 3.451787 1.0 -0.4 -0.2 0.047
H 3.274225 -2.768836 3.111235 -0.6 0.6 0.3 0.029
H 5.967044 -0.969690 0.721989 0.6 0.4 0.2 0.036
H 6.321046 -2.490839 -0.111791 0.2 -0.1 0.3 0.042
H 6.592236 -2.405181 1.740803 -0.3 0.5 -1.1 0.067
C 0.211495 5.452537 -1.215484 -0.5 -1.1 -0.9 -0.233
S -1.465929 4.732054 -0.965699 0.8 0.3 0.8 0.837
O -1.458981 3.486351 -1.754545 -0.3 -0.8 -1.1 -0.588
C -1.199898 4.120112 0.704866 1.2 0.6 1.5 -0.282
H 0.319491 6.227181 -0.498506 0.4 0.8 0.6 0.030
H 0.314878 5.819772 -2.257152 -0.4 0.0 0.7 0.063
H 0.941190 4.643133 -1.094335 -0.1 0.2 0.3 0.020
H -2.044193 3.691539 1.235132 -0.6 -0.3 -0.8 0.032
H -0.924765 4.912829 1.417275 0.1 0.4 -0.5 0.063
H -0.348002 3.415136 0.762825 -0.5 0.5 -0.5 0.012
```
Forces are in eV/Å.

**Energy relative to the best compared isomer or geometry (same formula, charge and spin)**: 0.0 kcal/mol
**E_tot**: -4242.2570 Ha
**HOMO**: -0.30375 Eh
**Frontier orbital gap**: 0.3208 Eh
**LUMO level**: 0.46 eV

***

- energy relative to the best compared isomer or geometry (same formula, charge and spin) of number 1 (C24H60O12)?
  127.4 kcal/mol

***

- Which of these has the lowest frontier orbital gap?
  C24H60O12S6